*A*
The following is a quantum chemistry calculation of a cluster of 7 separate species, C6H27NO7 in total, from OMol25.

Structure (ORCA input):
```
! wB97M-V def2-TZVPD RIJCOSX def2/J DEFGRID3
* xyz 1 2
O 0.125 2.012 1.444
O 1.182 2.523 -0.936
O 0.784 -3.355 -2.325
O 1.416 -0.828 -3.151
O 2.914 0.423 -1.183
O 2.192 0.143 1.482
O -0.679 0.992 -2.649
N -0.722 0.119 3.165
C -1.469 -0.899 2.407
C -0.687 -1.389 1.180
C -1.795 -0.484 -0.950
C -0.654 -0.349 0.050
C -1.429 1.373 3.387
C -1.852 0.729 -1.868
H 1.897 1.874 -1.034
H 0.302 -0.350 -0.475
H 2.975 0.429 1.942
H -1.680 -1.415 -1.526
H 2.435 0.204 0.535
H 2.416 -0.002 -1.931
H -0.841 2.021 4.036
H -0.696 0.663 0.478
H 1.187 -1.742 -2.851
H -2.002 1.636 -1.269
H -2.374 1.178 3.898
H 0.387 2.296 0.549
H -1.638 1.904 2.436
H -2.751 -0.613 -0.428
H -2.440 -0.500 2.107
H 0.762 1.288 1.625
H -0.054 0.250 -2.865
H 3.839 0.554 -1.490
H -1.140 -2.322 0.812
H 0.457 2.182 -1.521
H 1.511 -3.992 -2.251
H -2.696 0.680 -2.567
H -1.624 -1.705 3.144
H 1.607 -0.894 -4.102
H 0.326 -1.663 1.468
H 0.196 0.330 2.723
H 0.314 -3.300 -1.495
*
```

Values from the calculation:
Orbital gap (alpha / beta) ... 10.42 / 5.96 eV
M ... 225.3 Da
E_HOMO (alpha / beta) ... -12.930 / -12.930 eV

These are the Mulliken partial charges, in e, on atoms 1 to 8: -0.71 -0.84 -0.68 -0.73 -0.71 -0.66 -0.61 0.12

=====

*B*
The following is a quantum chemistry calculation of a cluster of 8 separate species, C6H27NO7 in total, from OMol25.

Structure (ORCA input):
```
! wB97M-V def2-TZVPD RIJCOSX def2/J DEFGRID3
* xyz 1 2
O -3.398 1.514 -1.984
O -2.473 -0.764 -4.189
O 1.622 -3.861 1.493
O 1.695 3.621 -1.197
O 2.775 1.645 -2.710
O 3.108 0.012 -0.642
O 1.093 3.273 1.476
N 0.741 0.649 1.993
C -0.714 0.459 2.144
C -1.221 -3.116 -1.495
C -0.702 -1.211 0.178
C -0.868 -1.107 1.707
C -0.619 -2.538 -0.448
C -1.173 0.426 3.560
H 3.743 1.663 -2.618
H -1.380 1.139 1.610
H 1.364 -3.237 0.776
H -1.642 -0.866 -0.302
H -1.319 1.412 3.961
H 1.307 -3.364 2.258
H -1.724 -2.486 -2.192
H 2.381 0.428 -0.166
H -0.103 -1.757 2.117
H -2.216 0.093 3.479
H 1.675 2.656 -1.217
H 0.153 -0.509 -0.174
H 0.279 -2.930 0.023
H -1.895 -1.414 1.773
H -0.578 -0.268 4.162
H -2.723 1.320 -2.654
H 1.010 1.537 1.463
H -1.722 -0.613 -3.604
H 1.619 3.703 0.738
H 2.230 3.944 -1.926
H 1.190 0.833 2.905
H 3.239 -0.772 -0.085
H 0.217 3.405 1.080
H -3.983 2.068 -2.521
H 2.768 0.720 -2.996
H -0.960 -4.069 -1.877
H -2.799 -1.639 -3.902
*
```

Values from the calculation:
Orbital gap (alpha / beta) ... 10.24 / 4.80 eV
M ... 225.3 Da
E_HOMO (alpha / beta) ... -13.269 / -13.186 eV

These are the Mulliken partial charges, in e, on atoms 1 to 8: -0.61 -0.61 -0.60 -0.70 -0.67 -0.55 -0.71 -0.10

=====

Decreasing stability: *A*, *B*

=====

*A*
The following is a quantum chemistry calculation of a structure of composition C17H29ILaNO2P2, from OMol25.

Structure (ORCA input):
```
! wB97M-V def2-TZVPD RIJCOSX def2/J DEFGRID3
* xyz 0 1
La -0.449 -0.043 0.935
I -1.193 0.848 3.638
P -2.703 0.169 -0.828
P 2.333 0.553 1.127
O 0.733 -1.434 -2.616
O -0.496 1.148 -5.575
N -0.133 2.089 -0.168
C -2.159 1.709 -1.555
C -0.879 3.833 -1.621
C 1.154 -3.661 -0.435
C 1.005 4.208 -0.168
C -4.333 0.529 -0.023
C -1.013 -3.224 0.563
C -3.265 -0.761 -2.304
C 1.189 -4.921 0.162
C 2.980 0.239 2.806
C 0.124 -5.346 0.979
C 0.119 4.677 -1.138
C 3.868 0.720 0.171
C -1.066 2.524 -1.128
C 0.881 2.906 0.268
C -0.969 -4.490 1.162
C 0.088 -2.793 -0.192
C 1.842 2.357 1.326
H 0.198 -1.688 -0.585
H -4.145 -0.264 -2.742
H 3.682 1.287 -0.752
H -0.992 1.144 -6.386
H -1.919 -2.597 0.649
H 1.394 2.473 2.332
H 2.217 0.473 3.562
H -3.532 -1.788 -2.002
H -1.557 4.179 -2.393
H -2.869 2.227 -2.230
H 0.358 1.586 -5.711
H 0.251 5.675 -1.561
H 0.161 -1.129 -1.764
H 1.794 4.849 0.245
H 4.647 1.231 0.759
H 0.139 -6.334 1.452
H 1.147 -0.647 -2.991
H 2.798 2.906 1.297
H 3.888 0.833 2.985
H -2.471 -0.771 -3.064
H 4.226 -0.285 -0.096
H -1.812 -4.823 1.784
H -5.091 0.798 -0.775
H 3.225 -0.830 2.876
H 2.037 -5.592 0.003
H 1.986 -3.337 -1.069
H -4.672 -0.363 0.530
H -4.240 1.364 0.685
H 0.139 -1.870 -3.265
*
```

Values from the calculation:
Orbital gap (alpha / beta) ... 4.35 / 4.35 eV
M ... 607.2 Da
E_HOMO (alpha / beta) ... -4.311 / -4.310 eV

These are the Mulliken partial charges, in e, on atoms 1 to 8: 0.39 -0.53 0.97 0.69 0.20 -0.58 -0.15 -1.31

=====

*B*
The following is a quantum chemistry calculation of a structure of composition C17H29ILaNO2P2, from OMol25.

Structure (ORCA input):
```
! wB97M-V def2-TZVPD RIJCOSX def2/J DEFGRID3
* xyz 0 1
La 0.218 0.193 0.796
I 2.816 -1.311 0.732
P 1.322 2.638 -0.350
P -1.115 -2.484 0.126
O -3.166 0.647 -0.745
O -1.949 5.563 -2.481
N -0.237 -0.253 -1.577
C -0.481 -1.338 -2.342
C -0.738 -0.264 3.989
C -0.985 -4.194 0.728
C 0.782 1.429 3.129
C -0.710 -1.218 -3.702
C -0.543 0.979 3.347
C -2.905 -2.371 -0.204
C -0.534 1.168 -3.485
C 1.869 0.769 3.727
C -0.507 -2.670 -1.624
C 1.647 -0.422 4.426
C -0.129 2.143 -1.200
C 0.359 -0.961 4.509
C -0.736 0.051 -4.278
C 2.859 2.158 -1.170
C 1.314 4.408 -0.081
C -0.278 1.018 -2.110
H -3.216 -3.095 -0.970
H 0.502 4.878 -0.656
H -0.915 0.152 -5.349
H 1.004 2.174 2.315
H -1.402 1.585 3.025
H 1.165 4.603 0.989
H 2.273 4.841 -0.395
H 3.319 1.317 -0.629
H 2.661 1.860 -2.210
H -3.154 -1.349 -0.529
H -1.436 -4.227 1.727
H 3.543 3.019 -1.167
H 0.215 -1.925 5.005
H -1.497 -4.907 0.067
H -0.547 2.182 -3.887
H 0.075 -4.456 0.814
H -2.784 5.071 -2.558
H -0.884 -2.128 -4.275
H -3.270 0.809 -1.698
H -1.171 -3.373 -2.148
H 2.878 1.175 3.639
H 2.485 -0.935 4.902
H 1.345 1.938 0.986
H -3.442 -2.573 0.731
H -1.746 -0.659 4.132
H -2.161 6.421 -2.807
H -3.946 0.992 -0.348
H -0.939 2.886 -1.235
H 0.506 -3.106 -1.572
*
```

Values from the calculation:
Orbital gap (alpha / beta) ... 4.25 / 3.68 eV
M ... 607.2 Da
E_HOMO (alpha / beta) ... -4.321 / -3.741 eV

These are the Mulliken partial charges, in e, on atoms 1 to 8: 1.16 -0.57 1.23 0.60 -0.52 -0.58 -0.04 0.29

=====

Decreasing stability: *B*, *A*

=====

*A*
The following is a quantum chemistry calculation of a cluster of 2 separate species, C3H9S2 in total, from OMol25.

Structure (ORCA input):
```
! wB97M-V def2-TZVPD RIJCOSX def2/J DEFGRID3
* xyz -1 1
S -1.738 0.492 -0.033
S 2.546 0.736 -2.412
C -1.352 -1.344 2.045
C 1.290 1.590 -1.405
C -1.155 -1.139 0.544
H 0.725 2.308 -1.989
H 3.298 1.790 -2.747
H -0.724 -0.658 2.618
H -1.704 -1.918 0.006
H 1.766 2.092 -0.567
H 0.611 0.820 -1.026
H -0.092 -1.266 0.315
H -1.082 -2.366 2.347
H -2.389 -1.136 2.305
*
```

Values from the calculation:
Orbital gap ... 5.59 eV
M ... 109.2 Da
E_HOMO ... -2.421 eV

These are the Mulliken partial charges, in e, on atoms 1 to 8: -0.69 -0.25 -1.07 -0.25 -0.39 0.28 0.07 0.28

=====

*B*
The following is a quantum chemistry calculation of a cluster of 2 separate species, C3H9S2 in total, from OMol25.

Structure (ORCA input):
```
! wB97M-V def2-TZVPD RIJCOSX def2/J DEFGRID3
* xyz -1 1
S 1.303 1.535 1.566
S -1.462 -1.733 0.283
C 0.973 1.663 -0.205
C 1.147 -0.248 1.707
C -1.904 -1.180 -1.373
H 0.861 2.700 -0.519
H 1.698 1.119 -0.820
H 1.958 -0.639 2.313
H -2.482 -1.918 -1.943
H 1.281 -0.745 0.750
H 0.062 1.093 -0.400
H 0.199 -0.571 2.115
H -1.142 -0.833 -2.099
H -2.492 -0.244 -1.376
*
```

Values from the calculation:
Orbital gap ... 5.65 eV
M ... 109.2 Da
E_HOMO ... -2.318 eV

These are the Mulliken partial charges, in e, on atoms 1 to 8: -0.15 -0.69 -0.66 -0.78 -0.94 0.30 0.27 0.35

=====

Decreasing stability: *A*, *B*

=====

*A*
The following is a quantum chemistry calculation of a cluster of 4 separate species, C2H12N2O3 in total, from OMol25.

Structure (ORCA input):
```
! wB97M-V def2-TZVPD RIJCOSX def2/J DEFGRID3
* xyz 0 1
O 1.061 -2.294 0.152
O 1.251 -2.764 4.464
O 0.657 -0.523 -4.292
N -0.820 -0.243 -0.911
N -0.747 1.607 0.509
C -0.961 3.055 0.616
C -1.111 0.961 -0.630
H -1.714 3.250 1.382
H -1.321 3.395 -0.356
H -0.060 3.557 0.945
H -1.587 1.614 -1.397
H 1.067 -3.025 5.368
H 0.102 1.209 0.870
H 0.610 -1.473 -4.143
H 0.332 -2.200 0.777
H 0.695 -1.797 -0.593
H 1.606 -3.528 4.008
H -0.381 -0.431 -1.798
H 1.322 -0.369 -4.969
*
```

Values from the calculation:
SMILES string ... [H]/N=C/NC.O.O.O
Orbital gap ... 9.38 eV
M ... 112.1 Da
E_HOMO ... -8.571 eV

These are the Mulliken partial charges, in e, on atoms 1 to 8: -0.68 -0.64 -0.63 -0.64 -0.24 -0.71 -0.02 0.24

=====

*B*
The following is a quantum chemistry calculation of a cluster of 4 separate species, C2H12N2O3 in total, from OMol25.

Structure (ORCA input):
```
! wB97M-V def2-TZVPD RIJCOSX def2/J DEFGRID3
* xyz 0 1
O 0.192 -2.602 -0.176
O -0.646 0.528 -1.555
O -3.197 1.188 -0.598
N 1.631 0.449 1.661
N 1.842 -0.387 -0.617
C 2.214 -0.114 0.693
C 0.226 0.776 1.645
H -0.346 -0.163 1.671
H 0.567 -3.078 0.569
H 0.957 -0.082 -1.055
H -3.765 0.412 -0.600
H -1.442 0.357 -1.026
H 2.636 -0.478 -1.206
H -3.828 1.828 -0.921
H 0.854 -1.900 -0.339
H 3.239 -0.441 0.875
H -0.140 1.316 2.521
H -0.972 0.996 -2.328
H -0.021 1.395 0.783
*
```

Values from the calculation:
SMILES string ... C/N=C\N.O.O.O
Orbital gap ... 8.92 eV
M ... 112.1 Da
E_HOMO ... -8.660 eV

These are the Mulliken partial charges, in e, on atoms 1 to 8: -0.70 -0.65 -0.64 -0.52 -0.46 0.09 -0.62 0.23

=====

Decreasing stability: *B*, *A*

=====

*A*
The following is a quantum chemistry calculation of a structure of composition C4H7Cl, from OMol25.

Structure (ORCA input):
```
! wB97M-V def2-TZVPD RIJCOSX def2/J DEFGRID3
* xyz 0 1
Cl -2.554 -0.096 -0.308
C 0.743 -0.340 -0.766
C 0.224 -0.939 0.370
C 0.267 1.008 -0.268
C -0.760 0.329 0.578
H -0.141 1.910 -0.857
H -0.358 -1.907 0.316
H 0.641 -0.903 1.427
H 1.903 -0.450 -1.247
H 0.797 1.761 0.600
H -1.022 0.618 1.679
H 0.259 -0.990 -1.525
*
```

Values from the calculation:
Orbital gap ... 10.89 eV
M ... 90.6 Da
E_HOMO ... -10.091 eV

These are the Mulliken partial charges, in e, on atoms 1 to 8: -0.29 -0.48 -0.52 -0.31 -0.23 0.28 0.32 0.23

=====

*B*
The following is a quantum chemistry calculation of an isolated molecule of C4H7Cl, from OMol25.

Structure (ORCA input):
```
! wB97M-V def2-TZVPD RIJCOSX def2/J DEFGRID3
* xyz 0 1
Cl -2.426 -0.154 -0.474
C 1.073 -1.192 -0.504
C -1.024 -0.361 0.629
C 0.286 -0.128 -0.098
C 0.442 1.341 -0.259
H -0.795 1.657 -0.533
H 0.685 1.675 0.641
H -1.093 -1.372 0.955
H 1.331 1.821 -0.904
H -1.483 0.282 1.515
H 0.787 -2.371 -0.397
H 2.216 -1.198 -0.571
*
```

Values from the calculation:
SMILES string ... C=C(C)CCl
Orbital gap ... 10.29 eV
M ... 90.6 Da
E_HOMO ... -9.421 eV

These are the Mulliken partial charges, in e, on atoms 1 to 8: -0.18 -0.76 -0.81 0.77 -0.94 0.23 0.35 0.33

=====

Decreasing stability: *B*, *A*

=====

*A*
The following is a quantum chemistry calculation of a structure of composition C4H7Cl, from OMol25.

Structure (ORCA input):
```
! wB97M-V def2-TZVPD RIJCOSX def2/J DEFGRID3
* xyz 0 1
Cl -0.767 0.277 -1.026
C -0.417 -0.495 0.643
C -0.035 -1.737 0.825
C 0.656 0.536 0.705
C 1.389 1.253 -0.134
H -0.786 -2.567 0.802
H 0.198 -1.778 1.993
H 1.156 1.476 -1.111
H 1.043 0.770 1.696
H 2.160 2.075 0.216
H -1.144 -0.028 1.114
H 0.851 -2.002 0.496
*
```

Values from the calculation:
Orbital gap ... 10.14 eV
M ... 90.6 Da
E_HOMO ... -9.265 eV

These are the Mulliken partial charges, in e, on atoms 1 to 8: -0.32 0.18 -1.03 -0.25 -0.84 0.29 0.29 0.34

=====

*B*
The following is a quantum chemistry calculation of an isolated molecule of C4H7Cl, from OMol25.

Structure (ORCA input):
```
! wB97M-V def2-TZVPD RIJCOSX def2/J DEFGRID3
* xyz 0 1
Cl -0.470 1.882 -1.208
C -0.290 -1.667 -0.897
C 0.455 0.961 1.219
C 0.292 0.664 -0.204
C -0.631 -0.493 -0.364
H 1.216 0.435 -0.689
H -1.703 -0.285 -0.325
H -0.414 1.463 1.550
H 0.681 -2.028 -0.969
H 0.530 0.030 1.781
H -0.984 -2.408 -1.296
H 1.317 1.447 1.403
*
```

Values from the calculation:
SMILES string ... C=C[C@H](C)Cl
Orbital gap ... 10.90 eV
M ... 90.6 Da
E_HOMO ... -9.775 eV

These are the Mulliken partial charges, in e, on atoms 1 to 8: -0.21 -0.79 -1.35 0.45 -0.29 0.31 0.28 0.37

=====

Decreasing stability: *B*, *A*

=====

*A*
The following is a quantum chemistry calculation of an isolated molecule of C2H5FO, from OMol25.

Structure (ORCA input):
```
! wB97M-V def2-TZVPD RIJCOSX def2/J DEFGRID3
* xyz 0 1
F 1.307 -0.264 1.068
O -0.202 1.558 0.446
C -0.550 -0.869 -0.218
C 0.525 0.067 0.011
H -0.441 -1.855 -0.544
H 1.176 0.498 -0.870
H -1.232 -0.399 -0.976
H 0.626 2.130 0.339
H -1.208 -0.866 0.744
*
```

Values from the calculation:
SMILES string ... C[C@@H](O)F
Orbital gap ... 11.77 eV
M ... 64.1 Da
E_HOMO ... -10.797 eV

These are the Mulliken partial charges, in e, on atoms 1 to 8: -0.24 -0.57 -1.06 0.39 0.37 0.28 0.27 0.31

=====

*B*
The following is a quantum chemistry calculation of an isolated molecule of C2H5FO, from OMol25.

Structure (ORCA input):
```
! wB97M-V def2-TZVPD RIJCOSX def2/J DEFGRID3
* xyz 0 1
F -1.753 -0.601 0.377
O 0.991 -1.237 0.159
C 0.524 0.065 0.343
C -0.789 0.311 -0.247
H 1.380 -1.142 -0.730
H 1.288 0.775 -0.048
H 0.558 0.221 1.485
H -0.953 0.390 -1.361
H -1.246 1.219 0.023
*
```

Values from the calculation:
SMILES string ... OCCF
Orbital gap ... 11.73 eV
M ... 64.1 Da
E_HOMO ... -10.919 eV

These are the Mulliken partial charges, in e, on atoms 1 to 8: -0.31 -0.47 -0.41 -0.18 0.32 0.31 0.24 0.26

=====

Decreasing stability: *B*, *A*

=====

*A*
The following is a quantum chemistry calculation of a cluster of 2 separate species, C3H12N2S in total, from OMol25.

Structure (ORCA input):
```
! wB97M-V def2-TZVPD RIJCOSX def2/J DEFGRID3
* xyz 0 1
S -0.108 1.039 1.538
N -0.548 -1.394 -0.471
N -1.793 0.056 -1.892
C 0.993 1.759 0.229
C 1.251 0.190 2.397
C -1.509 -1.327 -1.573
H -2.370 -1.914 -1.254
H 0.941 -0.215 3.361
H -0.119 -2.283 -0.262
H -2.433 0.528 -1.266
H 0.490 1.898 -0.722
H 1.706 0.993 -0.138
H -0.937 0.583 -1.787
H -1.161 -1.881 -2.470
H 1.707 2.477 0.588
H 2.170 0.744 2.591
H 1.569 -0.581 1.690
H 0.150 -0.673 -0.558
*
```

Values from the calculation:
SMILES string ... CSC.NCN
Orbital gap ... 9.13 eV
M ... 108.2 Da
E_HOMO ... -8.190 eV

These are the Mulliken partial charges, in e, on atoms 1 to 8: -0.03 -0.35 -0.61 -1.09 -0.79 -0.28 0.34 0.31

=====

*B*
The following is a quantum chemistry calculation of a cluster of 2 separate species, C3H12N2S in total, from OMol25.

Structure (ORCA input):
```
! wB97M-V def2-TZVPD RIJCOSX def2/J DEFGRID3
* xyz 0 1
S 1.051 -1.713 -1.912
N -0.235 0.074 1.946
N -0.687 2.338 2.691
C -0.686 0.522 -1.948
C 0.110 1.119 2.886
C -0.581 -0.969 -1.644
H 0.156 0.262 1.031
H -1.712 0.885 -1.920
H -1.293 -1.532 -2.256
H -0.270 0.683 -2.940
H -0.763 2.965 3.480
H 1.195 1.242 2.880
H 1.314 -1.419 -3.194
H -1.243 0.031 1.867
H -0.188 2.830 1.962
H -0.142 1.046 -1.166
H -0.038 0.729 3.889
H -0.909 -1.253 -0.643
*
```

Values from the calculation:
SMILES string ... CCS.NCN
Orbital gap ... 9.99 eV
M ... 108.2 Da
E_HOMO ... -9.048 eV

These are the Mulliken partial charges, in e, on atoms 1 to 8: -0.20 -0.56 -0.60 -0.86 -0.41 -0.51 0.18 0.28

=====

Decreasing stability: *B*, *A*